1.
C29H38Br69OS3 | ωB97M-V/def2-TZVPD

Structure (ORCA input):
```
! wB97M-V def2-TZVPD RIJCOSX def2/J DEFGRID3
* xyz 1 1
C -4.81 -3.00 5.31
C -4.31 -3.52 3.83
C -2.83 -2.87 3.66
O -2.65 -2.71 2.22
S -1.08 -2.08 1.86
S -0.88 -0.28 2.89
C 0.07 -3.41 2.47
C 0.66 -3.19 3.94
C 0.49 -4.56 4.81
S 0.14 -4.03 6.58
H -5.35 -3.79 5.91
H -3.84 -2.74 5.88
H -5.43 -2.05 5.24
H -5.01 -3.17 3.01
H -4.27 -4.65 3.89
H -2.89 -1.86 4.19
H -2.12 -3.60 4.15
H -1.12 -0.58 4.24
H 0.88 -3.52 1.67
H -0.50 -4.40 2.45
H 1.78 -3.04 3.83
H 0.15 -2.39 4.55
H 1.44 -5.18 4.75
H -0.42 -5.16 4.47
H -1.20 -3.71 6.67
C 1.32 -0.59 -1.47
Br 0.44 -1.21 0.16
Br 1.43 -2.01 -2.79
Br 0.48 1.00 -2.16
H 2.34 -0.33 -1.20
C 5.07 -3.97 -3.47
Br 4.60 -5.78 -2.97
Br 5.54 -2.90 -1.92
Br 6.46 -3.92 -4.82
H 4.18 -3.52 -3.91
C -8.57 -3.40 3.93
Br -6.68 -3.79 4.12
Br -9.39 -2.93 5.62
Br -8.89 -2.05 2.58
H -9.06 -4.31 3.58
C 3.85 -0.85 2.48
Br 2.78 0.18 1.22
Br 4.67 -2.39 1.63
Br 5.15 0.25 3.40
H 3.16 -1.23 3.23
C -3.66 2.18 0.56
Br -2.02 2.92 1.29
Br -3.77 2.42 -1.36
Br -3.91 0.33 1.07
H -4.48 2.75 1.00
C 0.17 3.12 -5.62
Br 2.05 2.70 -5.36
Br -0.69 3.57 -3.94
Br -0.09 4.49 -6.96
H -0.31 2.22 -5.99
C -2.52 2.56 -9.19
Br -3.30 3.68 -10.56
Br -3.61 2.51 -7.59
Br -2.14 0.78 -9.86
H -1.57 3.00 -8.91
C 7.72 0.73 -1.60
Br 8.67 2.28 -0.93
Br 6.03 0.48 -0.69
Br 7.49 0.78 -3.52
H 8.33 -0.14 -1.37
C -3.51 -3.68 -1.53
Br -3.92 -2.25 -2.77
Br -2.69 -3.01 0.10
Br -5.07 -4.77 -1.14
H -2.79 -4.33 -2.02
C 1.67 -3.82 -6.93
Br 0.55 -2.28 -7.27
Br 3.54 -3.46 -7.31
Br 1.44 -4.51 -5.13
H 1.36 -4.60 -7.61
C 2.25 7.49 -9.86
Br 2.76 5.62 -9.94
Br 0.57 7.74 -8.94
Br 3.66 8.58 -9.10
H 2.11 7.83 -10.89
C 11.24 2.54 2.43
Br 10.84 3.97 1.19
Br 12.06 3.22 4.06
Br 9.68 1.46 2.81
H 11.97 1.90 1.95
C 2.92 8.79 -4.87
Br 2.23 10.36 -3.97
Br 4.75 8.42 -4.36
Br 1.77 7.25 -4.61
H 2.92 9.00 -5.94
C -10.24 1.32 3.99
Br -10.69 2.73 2.75
Br -9.38 2.01 5.59
Br -11.78 0.22 4.42
H -9.52 0.67 3.50
C -10.66 -3.22 9.50
Br -11.12 -1.80 8.25
Br -9.80 -2.53 11.09
Br -12.19 -4.33 9.92
H -9.94 -3.86 9.00
C 4.23 -8.10 0.13
Br 3.55 -6.52 1.02
Br 6.06 -8.48 0.65
Br 3.07 -9.63 0.41
H 4.24 -7.90 -0.93
C 3.56 1.07 -9.34
Br 1.72 1.51 -8.89
Br 4.65 2.66 -9.55
Br 4.33 -0.17 -8.07
H 3.54 0.57 -10.30
C 10.15 -1.94 -5.16
Br 9.09 -0.91 -6.42
Br 10.96 -3.49 -6.00
Br 11.46 -0.84 -4.25
H 9.46 -2.31 -4.40
C 10.20 6.63 4.68
Br 8.46 6.03 5.28
Br 10.12 7.47 2.93
Br 11.05 7.79 5.99
H 10.83 5.75 4.58
C 2.45 8.39 -0.70
Br 1.76 9.97 0.19
Br 4.28 8.02 -0.20
Br 1.30 6.85 -0.44
H 2.45 8.61 -1.77
C -9.41 -7.77 9.16
Br -9.86 -6.35 7.91
Br -8.55 -7.07 10.75
Br -10.95 -8.86 9.59
H -8.69 -8.41 8.67
C -13.55 3.32 0.04
Br -14.47 4.41 -1.28
Br -14.56 3.19 1.69
Br -13.08 1.58 -0.66
H -12.62 3.83 0.27
C 4.22 4.54 1.63
Br 5.85 5.28 2.36
Br 4.11 4.77 -0.29
Br 3.98 2.68 2.14
H 3.39 5.10 2.07
*
```

Computed properties:
HOMO level = -10.8116 eV
E_LUMO = -4.240 eV
max |F| = 6.91 eV Å⁻¹

---

2.
C29H38BrCsN4O2S4Se | ωB97M-V/def2-TZVPD

Structure (ORCA input):
```
! wB97M-V def2-TZVPD RIJCOSX def2/J DEFGRID3
* xyz 0 1
Cs -0.58 -0.15 -0.67
C 3.83 0.10 1.38
C 3.17 1.45 1.67
S 1.41 1.42 2.09
C 1.44 0.25 3.47
C 0.05 0.09 4.08
S -1.17 -0.72 3.02
C -0.95 -2.47 3.46
C 0.42 -3.09 3.21
S 0.90 -2.97 1.47
C 2.70 -3.03 1.64
C 3.41 -2.48 0.41
S 3.05 -0.76 -0.02
H 3.78 -0.54 2.26
H 4.88 0.27 1.16
H 3.24 2.10 0.80
H 3.72 1.94 2.48
H 2.13 0.61 4.23
H 1.80 -0.71 3.10
H -0.37 1.07 4.31
H 0.11 -0.46 5.02
H -1.72 -2.99 2.88
H -1.21 -2.60 4.51
H 0.39 -4.13 3.53
H 1.17 -2.58 3.82
H 3.03 -4.06 1.80
H 2.99 -2.47 2.53
H 3.11 -3.04 -0.47
H 4.49 -2.61 0.52
O -1.43 -0.42 -5.65
C -2.77 -0.43 -5.76
C -3.36 -0.71 -6.99
C -4.73 -0.72 -7.13
C -5.56 -0.46 -6.04
C -4.97 -0.18 -4.81
C -3.59 -0.15 -4.65
C -2.97 0.17 -3.30
O -1.67 -0.18 -3.19
N -3.18 1.64 -3.07
N -2.89 2.03 -1.83
C -2.51 3.22 -1.60
C -2.24 3.69 -0.24
Br -2.48 2.40 1.15
C -1.81 4.90 0.12
C -1.61 6.05 -0.79
C -0.45 6.81 -0.68
C -0.23 7.90 -1.51
C -1.18 8.26 -2.46
C -2.35 7.52 -2.56
C -2.57 6.43 -1.73
H -1.28 -0.33 -4.64
H -2.71 -0.92 -7.83
H -5.17 -0.94 -8.10
H -6.63 -0.47 -6.15
H -5.60 0.03 -3.95
H -3.59 -0.26 -2.49
H -2.78 2.22 -3.81
H -2.35 3.94 -2.40
H -1.57 5.07 1.16
H 0.29 6.54 0.06
H 0.68 8.48 -1.41
H -1.01 9.11 -3.10
H -3.10 7.81 -3.29
H -3.50 5.88 -1.80
C 0.89 -5.67 -1.43
N 2.10 -5.07 -1.96
C 3.38 -5.60 -1.92
C 4.19 -4.73 -2.54
N 3.41 -3.67 -2.96
C 3.87 -2.49 -3.66
C 2.12 -3.88 -2.60
Se 0.69 -2.77 -2.94
H 1.16 -6.62 -0.97
H 0.18 -5.83 -2.23
H 0.44 -5.01 -0.69
H 3.59 -6.56 -1.46
H 5.25 -4.77 -2.72
H 4.92 -2.61 -3.90
H 3.73 -1.60 -3.03
H 3.29 -2.36 -4.57
*
```

Computed properties:
HOMO level = -6.7780 eV
E_LUMO = -0.241 eV
max |F| = 0.18 eV Å⁻¹

---

3.
C29H38BrF6N5O7P2SSeSiV | ωB97M-V/def2-TZVPD

Structure (ORCA input):
```
! wB97M-V def2-TZVPD RIJCOSX def2/J DEFGRID3
* xyz 0 2
V 0.02 0.34 0.46
C -5.39 -2.20 0.58
C -4.03 -2.26 1.18
C -3.55 -3.39 1.85
C -2.29 -3.37 2.41
C -1.53 -2.23 2.22
Br 0.22 -2.12 2.96
N -1.92 -1.17 1.54
C -3.16 -1.18 1.06
H -6.00 -3.04 0.89
H -5.31 -2.22 -0.51
H -5.89 -1.28 0.85
H -4.16 -4.27 1.93
H -1.89 -4.20 2.98
H -3.48 -0.28 0.54
C -2.82 4.42 2.60
C -2.43 2.98 2.36
O -3.54 2.12 2.40
P -1.20 2.33 3.56
O 0.12 3.22 3.47
O -1.79 2.73 4.98
O -0.98 0.88 3.42
P -1.48 2.80 0.78
O -2.44 3.39 -0.35
O -0.18 3.52 0.86
O -1.40 1.29 0.60
H -3.11 4.56 3.64
H -3.65 4.67 1.94
H -1.97 5.06 2.36
H -3.20 1.22 2.33
H 0.34 3.40 2.53
H -1.52 2.11 5.66
H -1.96 4.00 -0.92
F 1.43 4.35 -3.96
C 1.20 3.41 -3.01
C 2.19 3.14 -2.09
C 1.94 2.22 -1.09
C 0.71 1.56 -1.00
C -0.25 1.85 -1.96
C -0.02 2.76 -2.98
H 3.13 3.66 -2.15
H 2.72 2.01 -0.36
H -1.20 1.33 -1.94
H -0.78 2.96 -3.72
C 4.90 1.05 2.35
Si 3.38 2.08 2.92
C 3.34 3.89 2.27
C 2.94 1.83 4.76
Se 1.66 0.78 1.79
H 5.82 1.34 2.84
H 5.05 1.13 1.27
H 4.71 0.00 2.56
H 4.13 4.50 2.72
H 2.38 4.36 2.50
H 3.46 3.92 1.19
H 3.67 2.25 5.45
H 2.85 0.76 4.96
H 1.97 2.28 4.97
F -3.47 -3.13 -6.82
C -3.08 -2.65 -5.63
C -2.63 -3.52 -4.64
F -2.58 -4.83 -4.89
C -2.24 -3.02 -3.41
F -1.83 -3.88 -2.47
C -2.28 -1.65 -3.11
S -1.89 -1.07 -1.55
C -2.73 -0.80 -4.14
F -2.79 0.53 -3.91
C -3.12 -1.28 -5.37
F -3.56 -0.44 -6.32
C 1.95 -1.02 -1.93
N 2.69 -2.02 -2.68
C 3.92 -2.32 -1.96
N 3.63 -2.81 -0.61
C 2.88 -1.80 0.10
N 1.59 -1.47 -0.56
C 0.84 -2.75 -0.69
N 1.58 -3.75 -1.42
C 1.88 -3.24 -2.75
C 2.83 -4.02 -0.72
H 1.03 -0.79 -2.48
H 2.56 -0.12 -1.85
H 4.52 -1.41 -1.89
H 4.48 -3.08 -2.51
H 3.48 -0.89 0.16
H 2.68 -2.16 1.12
H -0.11 -2.56 -1.21
H 0.63 -3.14 0.31
H 0.95 -3.01 -3.28
H 2.43 -3.99 -3.32
H 3.39 -4.78 -1.27
H 2.61 -4.39 0.28
*
```

Computed properties:
HOMO level (alpha / beta) = -7.0822 / -7.1118 eV
expectation value of S² = 0.840
E_LUMO (alpha / beta) = -1.636 / -0.648 eV
max |F| = 4.42 eV Å⁻¹

---

4.
C29H38BrN5O8P2S2Tc | ωB97M-V/def2-TZVPD

Structure (ORCA input):
```
! wB97M-V def2-TZVPD RIJCOSX def2/J DEFGRID3
* xyz 2 4
Tc 1.09 0.62 -1.27
C 2.49 5.78 -1.09
C 3.01 4.41 -0.86
C 4.38 4.15 -0.78
C 4.80 2.84 -0.65
C 3.86 1.83 -0.66
Br 4.48 0.07 -0.54
N 2.54 2.05 -0.71
C 2.14 3.33 -0.78
H 3.26 6.53 -0.94
H 1.64 6.00 -0.45
H 2.15 5.84 -2.13
H 5.09 4.95 -0.82
H 5.85 2.59 -0.58
H 1.08 3.50 -0.80
S 1.50 -1.32 0.15
C 0.25 -1.25 1.30
N -0.31 -2.32 1.85
C -1.18 -2.13 2.99
C -0.64 -0.99 3.85
N -0.52 0.21 3.04
C -0.67 1.49 3.70
C -2.10 1.96 3.87
C -2.48 2.62 5.03
C -3.75 3.16 5.14
C -4.66 3.03 4.10
C -4.29 2.36 2.95
C -3.02 1.82 2.83
C -0.17 0.07 1.77
S -0.19 1.36 0.66
C -0.11 -3.67 1.36
C 0.51 -4.54 2.43
C 1.85 -4.38 2.75
C 2.42 -5.15 3.75
C 1.65 -6.07 4.44
C 0.31 -6.23 4.11
C -0.26 -5.46 3.11
H -1.19 -3.06 3.56
H -2.19 -1.90 2.65
H 0.34 -1.25 4.27
H -1.33 -0.79 4.67
H -0.13 2.23 3.11
H -0.20 1.41 4.69
H -1.79 2.73 5.85
H -4.02 3.70 6.04
H -5.65 3.46 4.19
H -4.99 2.25 2.14
H -2.74 1.31 1.92
H 0.53 -3.63 0.48
H -1.09 -4.08 1.09
H 2.45 -3.66 2.20
H 3.46 -5.03 3.99
H 2.08 -6.66 5.23
H -0.30 -6.95 4.64
H -1.30 -5.60 2.86
O 3.54 0.07 -4.84
P 2.89 1.01 -3.76
O 3.73 2.09 -3.25
O 2.35 0.06 -2.68
O 1.56 1.51 -4.53
P 0.61 2.61 -3.81
O -0.69 2.44 -4.69
O 1.17 3.95 -3.72
O 0.24 1.97 -2.46
H 4.32 0.44 -5.24
H -0.78 3.17 -5.31
C -3.41 -1.71 -3.40
N -2.47 -0.74 -2.86
C -3.00 0.09 -1.80
C -1.13 -0.90 -2.95
O -0.43 -0.68 -1.91
N -0.60 -1.35 -4.09
C -1.25 -1.21 -5.37
C 0.75 -1.87 -4.16
H -4.03 -2.09 -2.58
H -2.89 -2.56 -3.83
H -4.07 -1.28 -4.15
H -3.97 0.47 -2.11
H -2.32 0.93 -1.63
H -3.12 -0.47 -0.86
H -2.09 -0.52 -5.31
H -1.59 -2.17 -5.77
H -0.53 -0.80 -6.08
H 1.13 -2.10 -3.17
H 1.42 -1.15 -4.64
H 0.75 -2.78 -4.76
*
```

Computed properties:
HOMO level (alpha / beta) = -13.8252 / -13.8449 eV
expectation value of S² = 3.778
E_LUMO (alpha / beta) = -7.113 / -7.525 eV
max |F| = 1.98 eV Å⁻¹

---

5.
C29H38BrN5O8P2S2Tc | ωB97M-V/def2-TZVPD

Structure (ORCA input):
```
! wB97M-V def2-TZVPD RIJCOSX def2/J DEFGRID3
* xyz 2 4
Tc 0.34 -0.11 -0.12
C 0.48 -4.61 2.75
C 0.06 -3.17 2.83
C -0.79 -2.68 3.82
C -1.20 -1.36 3.80
C -0.81 -0.55 2.76
Br -1.46 1.21 2.75
N 0.02 -0.98 1.79
C 0.46 -2.27 1.87
H 0.27 -5.14 3.67
H 1.55 -4.70 2.52
H -0.07 -5.09 1.94
H -1.13 -3.34 4.61
H -1.85 -0.96 4.56
H 1.12 -2.60 1.08
S 0.69 2.25 0.41
C 2.36 2.43 0.25
N 2.94 3.54 -0.10
C 4.40 3.67 0.04
C 4.84 2.95 1.28
N 4.39 1.55 1.21
C 5.26 0.54 1.85
C 6.45 0.19 0.99
C 7.68 0.01 1.61
C 8.79 -0.37 0.87
C 8.67 -0.56 -0.50
C 7.45 -0.36 -1.13
C 6.34 0.01 -0.38
C 3.24 1.28 0.67
S 2.71 -0.31 0.42
C 2.20 4.72 -0.63
C 2.35 5.92 0.28
C 1.67 5.94 1.50
C 1.83 7.02 2.36
C 2.65 8.08 2.01
C 3.32 8.06 0.79
C 3.17 6.98 -0.07
H 4.64 4.72 0.11
H 4.88 3.25 -0.85
H 4.45 3.42 2.18
H 5.93 2.95 1.33
H 4.65 -0.34 2.07
H 5.59 0.97 2.79
H 7.78 0.17 2.68
H 9.74 -0.51 1.36
H 9.54 -0.85 -1.09
H 7.36 -0.50 -2.20
H 5.38 0.15 -0.88
H 1.16 4.44 -0.75
H 2.63 4.94 -1.61
H 1.01 5.12 1.77
H 1.29 7.04 3.30
H 2.77 8.92 2.68
H 3.96 8.89 0.51
H 3.69 6.98 -1.03
O -3.95 -0.50 -0.89
P -2.63 -1.11 -0.28
O -2.75 -1.79 1.00
O -1.60 0.08 -0.34
O -2.11 -2.06 -1.48
P -0.76 -2.95 -1.33
O -0.43 -3.26 -2.85
O -0.84 -4.10 -0.45
O 0.33 -1.88 -0.96
H -4.75 -0.85 -0.47
H -0.62 -4.19 -3.08
C 1.54 -0.04 -5.42
N 1.42 -0.35 -3.99
C 2.63 -0.86 -3.35
C 0.46 0.19 -3.22
O 0.77 0.56 -2.02
N -0.78 0.31 -3.69
C -1.31 -0.54 -4.75
C -1.76 1.18 -3.05
H 2.53 0.39 -5.60
H 0.80 0.69 -5.71
H 1.43 -0.93 -6.04
H 3.06 -1.63 -4.00
H 2.39 -1.31 -2.40
H 3.37 -0.07 -3.20
H -0.64 -1.39 -4.93
H -1.45 0.01 -5.68
H -2.27 -0.93 -4.42
H -1.28 1.87 -2.37
H -2.50 0.60 -2.51
H -2.27 1.75 -3.83
*
```

Computed properties:
HOMO level (alpha / beta) = -14.0074 / -14.0239 eV
expectation value of S² = 3.774
E_LUMO (alpha / beta) = -6.737 / -7.179 eV
max |F| = 0.81 eV Å⁻¹